DFT (ωB97M-V/def2-TZVPD) results for C43H101N6O8Y as an isolated structure at a distorted geometry.

Last column: Mulliken charge in e.
Element x y z (Å)
Y -7.37787 -0.35652 2.03956  1.057
C -8.28852 3.60865 4.30253  -1.433
C -7.14191 2.67313 4.08618  0.870
C -6.53764 2.14331 5.44835  -0.813
O -7.20473 1.72758 3.07166  1.474
H -7.73860 4.36356 4.86450  0.536
H -9.08375 3.03058 4.77318  0.107
H -8.68440 3.98199 3.35807  0.144
H -6.41536 3.43142 3.79426  -0.613
H -5.57791 1.66521 5.25232  -0.370
H -7.14383 1.34345 5.87363  0.250
H -6.36721 2.86896 6.24364  0.366
C -9.87191 1.55481 7.74258  -0.103
O -10.98993 1.83061 8.60230  -0.537
H -9.06449 0.93459 8.13184  0.323
H -10.22582 0.91922 6.93088  -0.034
H -9.48159 2.46097 7.27930  0.061
H -11.79931 1.35557 8.40018  0.303
C -3.15441 1.03124 3.26818  1.749
C -3.52893 -0.46747 3.50400  -0.499
C -3.06287 -1.21125 4.76641  -0.931
O -3.42453 -2.57631 4.70138  -0.482
C -2.69885 -3.62694 5.40876  -0.795
N -4.94741 -0.72800 3.30261  -0.319
H -3.78000 1.43295 2.47108  -1.672
H -2.11374 1.07208 2.94654  0.728
H -3.41946 1.74330 4.04973  -0.357
H -2.98693 -0.99367 2.71821  0.357
H -3.38900 -0.82914 5.73374  0.434
H -1.97404 -1.25594 4.74296  0.615
H -1.78878 -4.03592 4.96989  0.319
H -3.24462 -4.53035 5.68091  0.285
H -2.35166 -3.17371 6.33728  0.315
H -5.33906 -0.19348 4.06483  0.233
H -4.92608 -1.68881 3.61326  0.495
C -10.45909 1.72768 -0.60326  -1.545
C -9.59033 1.25935 0.58573  1.362
C -10.39790 0.76360 1.82661  -0.834
O -9.50875 0.07713 2.76759  -0.109
C -10.09389 -0.08351 4.06133  -0.865
N -8.73055 0.21342 0.12644  -0.270
H -9.75902 1.88760 -1.42328  0.355
H -11.04062 2.58366 -0.26089  0.408
H -11.07377 0.86036 -0.84412  0.498
H -8.94895 2.10812 0.82308  -0.831
H -11.20647 0.10842 1.50247  0.464
H -10.85370 1.72457 2.06509  0.545
H -10.42979 -1.11757 4.13870  0.365
H -10.91319 0.57715 4.34482  0.378
H -9.28037 0.05810 4.77282  0.141
H -9.44799 -0.47682 -0.04367  0.455
H -8.26339 0.47776 -0.72913  0.219
C -5.13477 3.20806 0.57244  -1.915
C -6.14341 2.12021 0.01127  2.288
C -6.02754 1.91530 -1.50900  -1.386
O -6.95009 0.88787 -1.79315  -0.463
C -6.50687 0.11555 -2.82232  -1.107
N -5.80863 0.89218 0.67491  -0.164
H -4.08187 2.92983 0.61825  0.659
H -5.52627 3.53599 1.53541  0.217
H -5.16479 4.04570 -0.12438  0.689
H -7.17730 2.37401 0.24528  -1.690
H -5.03001 1.75063 -1.91632  0.524
H -6.30319 2.81913 -2.05232  0.484
H -6.79031 -0.93602 -2.77781  0.391
H -5.44646 -0.09133 -2.96667  0.400
H -6.83009 0.55787 -3.76465  0.361
H -5.39052 0.30166 -0.02976  0.295
H -5.03467 1.34359 1.14110  -0.435
C -8.56507 5.08782 -0.49737  -1.661
C -8.76281 6.65132 -0.66587  1.949
C -10.09644 7.13689 0.02835  -1.582
C -10.07857 7.55419 1.54670  0.105
C -9.03118 8.55420 1.69107  -1.644
C -7.62288 8.07924 1.22045  1.271
N -7.68068 7.46270 -0.13301  0.565
O -6.45899 7.39079 -0.72005  -0.484
C -6.82398 9.43396 1.17942  -1.938
C -6.97754 6.95925 2.20715  -1.102
C -9.00312 6.89257 -2.23725  -2.027
H -9.37623 4.58431 -1.02330  0.567
H -8.53829 4.63205 0.49239  -0.127
H -7.62336 4.74186 -0.92349  0.323
H -10.72988 7.77720 -0.58555  0.423
H -10.70571 6.23473 -0.02646  0.476
H -9.65488 6.82909 2.24155  -0.285
H -11.06296 7.87470 1.88778  0.572
H -8.96627 8.99810 2.68447  0.456
H -9.29886 9.33569 0.97993  0.493
H -6.56559 9.90707 2.12679  0.387
H -5.83689 9.42984 0.71712  0.434
H -7.40730 10.19839 0.66613  0.457
H -7.33171 7.12016 3.22537  0.253
H -7.18361 5.97773 1.78023  -0.096
H -5.89076 7.04269 2.21559  0.477
H -9.99335 6.52079 -2.50053  0.427
H -8.19940 6.49663 -2.85802  0.387
H -8.95991 7.96897 -2.40337  0.525
H -6.53321 7.99707 -1.46066  0.352
C -13.58046 9.07912 7.20308  -2.027
C -12.65080 7.87187 7.22623  1.482
C -12.62824 7.42070 5.81199  -1.603
C -11.65863 6.32723 5.41841  -0.539
C -10.23191 6.81790 5.76547  -0.209
C -10.07813 7.31443 7.25442  1.790
N -11.27758 8.17238 7.64922  0.226
O -11.23272 8.82010 8.89838  -0.438
C -9.85044 6.14310 8.14009  -1.654
C -8.79134 8.33395 7.31131  -1.734
C -13.39194 6.79488 8.08679  -1.448
H -14.58098 8.80913 6.86517  0.434
H -13.56191 9.50764 8.20514  0.423
H -13.17161 9.89815 6.61138  0.435
H -13.63239 7.07548 5.56578  0.417
H -12.42530 8.27823 5.17045  0.423
H -11.84018 5.50869 6.11492  0.227
H -11.82310 6.03707 4.38069  0.378
H -10.04126 7.66563 5.10735  0.233
H -9.49576 6.07680 5.45410  -0.368
H -8.98041 5.56130 7.83569  0.247
H -10.69842 5.46161 8.20821  0.299
H -9.75776 6.49297 9.16824  0.461
H -8.84022 9.14883 6.58903  0.415
H -7.89611 7.76411 7.06246  0.307
H -8.73046 8.91120 8.23390  0.404
H -14.46634 6.97549 8.05280  0.463
H -13.06964 5.77511 7.87634  0.308
H -13.01079 7.01014 9.08503  0.293
H -11.54864 8.15132 9.51037  0.361
C -0.71485 3.98196 7.47079  -1.848
C -1.58355 3.12427 6.68083  1.823
C -3.05689 3.38156 7.12613  -1.183
C -3.84021 4.58158 6.56171  -1.100
C -3.66564 4.60512 5.01439  0.194
C -2.17503 4.61991 4.59432  1.175
N -1.42205 3.42910 5.20186  0.846
O -0.09727 3.37701 4.75210  -0.547
C -2.03316 4.57163 3.01796  -1.477
C -1.55638 6.01019 4.94544  -1.847
C -1.24355 1.64108 7.03455  -1.470
H 0.34985 3.75440 7.41854  0.368
H -0.83942 3.87123 8.54797  0.430
H -0.86164 5.04985 7.30908  0.253
H -3.51743 2.52577 6.63254  0.223
H -3.14452 3.25775 8.20553  0.553
H -3.61331 5.54232 7.02386  0.458
H -4.88895 4.44889 6.82751  0.441
H -4.07416 5.52336 4.59245  0.473
H -4.11882 3.74105 4.52849  -0.961
H -0.99576 4.68280 2.70248  0.482
H -2.55350 3.77303 2.48920  -0.087
H -2.59191 5.41413 2.61039  0.478
H -1.82994 6.87720 4.34414  0.439
H -1.72203 6.38213 5.95654  0.339
H -0.48457 6.05557 4.75240  0.428
H -1.91388 1.39956 7.85941  0.353
H -0.22592 1.45830 7.37969  0.386
H -1.32300 1.04842 6.12321  0.132
H 0.15074 2.44959 4.75242  0.342

ΔE to the lowest compared entry with this formula, charge and spin, kcal/mol: 0.0
HOMO-LUMO gap, eV: 3.90
Calculated total energy, eV: -72570.358
Total charge: +2
Spin multiplicity: 1
Maximum force, eV/Å: 5.265
Lowest unoccupied orbital energy, Eh: -0.25675